Record 1
Entry from the Open Molecules 2025 dataset: a structure of composition C25H22BrN5O3Re (wB97M-V/def2-TZVPD).

Orbital gap (spin up / spin down) (eV): 5.153 / 3.346
Largest force on an atom (Eh/bohr): 0.1002
Electronic energy (Eh): -4117.0389
LUMO level (spin up / spin down) (eV): -6.57 / -8.09

The geometry in ORCA input format:
```
! wB97M-V def2-TZVPD RIJCOSX def2/J DEFGRID3
* xyz 2 4
Re -0.4871 -0.1371 0.2817
O 3.0273 1.3062 3.9559
C 2.2208 2.3104 4.1262
C 2.5116 3.4145 4.9189
C 1.5855 4.3473 5.4022
C 0.2981 4.2160 4.9443
C -0.0454 3.1724 4.0175
C 0.8424 2.2706 3.6178
C 0.4914 1.3146 2.5474
O -0.4972 1.3211 1.6933
N 1.2738 0.3040 2.5495
N 1.0350 -0.5703 1.5458
C 1.7853 -1.6555 1.5557
C 1.6621 -2.7700 0.6754
C 2.3198 -3.9779 1.0846
C 2.0226 -5.1857 0.4233
C 1.3315 -5.1439 -0.7950
C 0.7493 -3.9215 -1.2953
C 0.8285 -2.7976 -0.4839
O 0.1013 -1.6929 -0.8668
H 2.2060 0.3829 3.1201
H 3.5489 3.5437 5.3365
H 1.9038 5.1536 6.0407
H -0.4822 4.9169 5.1697
H -1.0539 3.1906 3.5302
H 2.5328 -1.9242 2.3212
H 2.9675 -3.8850 1.9752
H 2.4197 -6.0879 0.9699
H 1.2876 -6.1005 -1.3350
H 0.0656 -3.9940 -2.0787
C -3.6279 -1.4109 -4.1182
C -3.4099 -1.3546 -2.6304
C -4.1973 -2.1465 -1.7513
C -4.0448 -2.0364 -0.3310
C -2.9540 -1.3319 0.1301
Br -2.0157 -1.6586 1.7762
N -2.3398 -0.4563 -0.6758
C -2.5423 -0.3947 -2.0543
H -2.7652 -1.8932 -4.5130
H -3.7917 -0.4788 -4.6725
H -4.4715 -2.0356 -4.4507
H -4.9194 -2.8972 -2.0507
H -4.7399 -2.5266 0.3356
H -1.9704 0.3836 -2.4875
N 1.3027 3.2676 -4.6050
C 0.9091 2.5828 -3.4440
C 0.0249 3.0826 -2.5385
C -0.2652 2.4173 -1.3720
N 0.2638 1.1681 -1.0486
C 1.0837 0.6139 -2.0262
C 1.2992 1.2757 -3.2352
H 0.9908 4.2085 -4.6739
H 1.5205 2.8172 -5.4615
H -0.4482 4.1055 -2.6212
H -0.8868 2.9439 -0.6242
H 1.4608 -0.3981 -1.9150
H 2.0820 0.8318 -3.8896
*
```


Record 2
Entry from the Open Molecules 2025 dataset: a structure of composition C24H30CeN2P2S (wB97M-V/def2-TZVPD).

Orbital gap (eV): 4.447
Largest force on an atom (Eh/bohr): 0.0701
Electronic energy (Eh): -2597.2914
LUMO level (eV): -7.69

The geometry in ORCA input format:
```
! wB97M-V def2-TZVPD RIJCOSX def2/J DEFGRID3
* xyz 2 1
C -3.2382 2.3143 -1.8173
C -2.0874 2.2843 -1.0526
C -2.2370 2.2141 0.3850
C -3.4188 1.5726 0.9117
C -4.4200 1.2192 -0.0180
C -4.4173 1.7862 -1.2840
C -3.3809 1.1590 2.2421
C -2.2480 1.3776 3.0372
C -1.1495 2.0957 2.4323
C 0.1355 2.0425 3.0752
C 0.1439 1.8058 4.4460
C -0.9614 1.1900 5.0573
C -2.0541 0.7890 4.3157
H -3.2166 2.6671 -2.8595
H -5.2410 0.6157 0.3517
H -5.3519 1.8215 -1.8586
H -3.8433 0.1108 2.3922
H 1.0440 2.0039 5.0352
H -0.9605 1.0025 6.1304
H -2.8370 0.1486 4.6972
N -1.2892 2.6742 1.2290
Ce -0.0814 -2.1524 0.6661
C -0.6770 2.1549 -1.6479
H 0.0400 2.7906 -1.1070
H -0.6761 2.4012 -2.7280
C 1.3832 2.0992 2.2322
H 1.2747 2.8394 1.4271
H 2.2782 2.2765 2.8609
P -0.0648 0.3659 -1.4627
P 1.6215 0.4111 1.3673
C 2.4002 -0.4563 2.7874
H 2.8040 -1.4199 2.4529
H 3.1715 0.1885 3.2266
H 1.6436 -0.6871 3.5470
C 3.1646 0.8516 0.4931
H 3.9701 1.0272 1.2271
H 3.4291 0.0337 -0.1818
H 3.0187 1.7633 -0.0955
C -1.1559 -0.4389 -2.6895
H -1.0984 0.1200 -3.6342
H -0.8872 -1.4926 -2.8258
H -2.1968 -0.4111 -2.3388
C 1.4181 0.4962 -2.5565
H 1.8918 -0.4921 -2.6440
H 1.0909 0.8935 -3.5400
H 2.1474 1.1826 -2.1228
H -1.6112 -1.5551 0.9159
H -0.4011 -1.3812 2.2323
S 2.0938 -3.3711 0.2763
C 1.7873 -3.5061 -1.4264
N 2.8933 -3.0232 -2.1273
C 2.9787 -3.1479 -3.4927
C 2.0008 -3.8770 -4.1404
C 0.9142 -4.4259 -3.4690
C 0.7936 -4.2124 -2.0915
H 3.5979 -2.4819 -1.5980
H 3.9124 -2.7583 -3.9178
H 2.0975 -3.9975 -5.2096
H 0.1295 -4.9557 -3.9971
H -0.0679 -4.5462 -1.5163
*
```


Record 3
Entry from the Open Molecules 2025 dataset: a cluster of 3 separate species, C3H13NO2S in total (wB97M-V/def2-TZVPD).

Orbital gap (eV): 9.622
Largest force on an atom (Eh/bohr): 0.0405
Electronic energy (Eh): -725.4850
LUMO level (eV): 0.73

The geometry in ORCA input format:
```
! wB97M-V def2-TZVPD RIJCOSX def2/J DEFGRID3
* xyz 0 1
N -1.9337 1.3773 -0.9891
C -1.0196 0.2127 -0.9115
C 0.0342 0.4435 0.1695
C 1.1556 1.4034 -0.3120
S 1.3240 2.8791 0.7672
H -1.6419 1.9837 -1.7324
H -2.8580 1.0527 -1.2021
H -0.5936 -0.0270 -1.8809
H -1.6391 -0.6087 -0.5848
H 0.4899 -0.5331 0.2959
H -0.4865 0.9958 0.9363
H 2.1402 0.9526 -0.3209
H 0.8937 1.7352 -1.3087
H 1.4172 3.7778 -0.2141
O 0.5823 -4.9065 -1.4379
H 1.3312 -5.4544 -1.7058
H 0.2805 -5.3248 -0.6250
O -0.1919 -0.0115 3.8328
H 0.1873 0.7107 3.3171
H 0.5283 -0.6587 3.9064
*
```


Record 4
Entry from the Open Molecules 2025 dataset: a structure of composition C10H9NO (wB97M-V/def2-TZVPD).

Orbital gap (eV): 7.275
Largest force on an atom (Eh/bohr): 0.1147
Electronic energy (Eh): -516.1816
LUMO level (eV): -0.68

The geometry in ORCA input format:
```
! wB97M-V def2-TZVPD RIJCOSX def2/J DEFGRID3
* xyz 0 1
C 1.7254 -1.7617 0.0726
C 0.8343 -2.3746 1.1406
C -0.4020 -1.7963 1.1740
C -0.6952 -0.4986 0.5364
C -1.8430 0.2469 0.8118
C -2.2341 1.5066 0.3101
C -1.1634 2.1391 -0.6084
C -0.1224 1.3094 -1.0946
C 0.2121 -0.0612 -0.4998
C 1.4530 -0.6882 -0.7316
H 4.0876 -2.8226 0.5121
H 3.9313 -1.1590 -0.1575
H 1.1802 -3.1760 1.8070
H -1.2274 -1.7891 1.9124
H -2.4485 -0.0763 1.6538
H -3.1094 2.3928 0.4717
H -1.3773 2.9814 -2.6406
H 0.4203 1.5866 -1.9631
H 1.9255 0.0077 -1.3658
N 3.2805 -1.7237 0.4539
O -1.6167 3.2490 -1.2591
*
```


Record 5
Entry from the Open Molecules 2025 dataset: the molecule C3H8N4O (wB97M-V/def2-TZVPD).

Orbital gap (eV): 8.555
Largest force on an atom (Eh/bohr): 0.0531
Electronic energy (Eh): -413.3093
LUMO level (eV): 0.71

The geometry in ORCA input format:
```
! wB97M-V def2-TZVPD RIJCOSX def2/J DEFGRID3
* xyz 0 1
N 0.9325 1.2016 -1.3282
C 0.5933 0.7615 -0.0269
C 0.9844 1.4554 1.0073
O 1.3014 2.0633 1.9593
C -0.3484 -0.4229 0.1311
N -1.4222 -0.1406 1.0077
N 0.3544 -1.5568 0.5926
N -0.8935 -0.7137 -1.1465
H 1.2552 2.1789 -1.3040
H 1.7553 0.6841 -1.6593
H -2.3823 -0.2931 0.7182
H -1.3320 0.4645 1.8215
H 0.7622 -2.2440 -0.0311
H 0.4067 -1.7856 1.5805
H -0.6882 -0.0469 -1.8931
H -1.2789 -1.6057 -1.4291
*
```


Record 6
Entry from the Open Molecules 2025 dataset: the ion C7H10N5 with charge +1 (wB97M-V/def2-TZVPD).

Orbital gap (eV): 8.617
Largest force on an atom (Eh/bohr): 0.0514
Electronic energy (Eh): -546.1465
LUMO level (eV): -3.64

The geometry in ORCA input format:
```
! wB97M-V def2-TZVPD RIJCOSX def2/J DEFGRID3
* xyz 1 1
N 3.2799 -1.1792 0.9035
N 2.2463 -0.3227 0.5716
C 2.4347 0.8596 -0.2718
N 1.1888 1.6177 -0.1655
N 0.4357 0.5088 -0.6926
C -0.7799 0.1566 -0.2712
C -1.3644 -1.0869 -0.5885
C -2.6785 -1.3097 -0.2768
C -3.4373 -0.3136 0.3676
C -2.8341 0.8660 0.6902
N -1.5371 1.0766 0.3707
C 1.7613 -0.3609 -0.7747
H 4.1000 -1.1146 0.2995
H 3.5388 -1.0414 1.8751
H 3.3824 1.2990 -0.5320
H 1.1597 2.4078 -0.8118
H -0.7645 -1.8402 -1.0706
H -3.1373 -2.2533 -0.5279
H -4.4731 -0.4845 0.6096
H -3.3442 1.6704 1.1970
H -1.0788 1.9431 0.6364
H 1.9016 -1.0987 -1.5379
*
```


Record 7
Entry from the Open Molecules 2025 dataset: the molecule C5H5ClN2OS (wB97M-V/def2-TZVPD).

Orbital gap (eV): 9.067
Largest force on an atom (Eh/bohr): 0.1132
Electronic energy (Eh): -1236.6156
LUMO level (eV): 0.04

The geometry in ORCA input format:
```
! wB97M-V def2-TZVPD RIJCOSX def2/J DEFGRID3
* xyz 0 1
N -0.0235 -0.2576 2.8326
C 0.1781 -1.0078 1.7404
O 0.8236 -2.0175 1.7688
C -0.3353 -0.3410 0.3876
Cl -1.9303 0.4830 0.8355
C -0.6630 -1.3628 -0.7266
N -0.7676 -1.0249 -1.9407
C -0.6280 0.1365 -2.4475
C 0.2068 0.9841 -1.8405
S 0.9105 0.7526 -0.2570
H -0.5316 0.5711 2.5933
H 0.5495 -0.4238 3.6212
H -0.6204 -2.3591 -0.5691
H -0.8928 0.2073 -3.4214
H 0.6405 1.8766 -2.2623
*
```


Record 8
Entry from the Open Molecules 2025 dataset: the molecule C2H4N4O2 (wB97M-V/def2-TZVPD).

Orbital gap (eV): 8.919
Largest force on an atom (Eh/bohr): 0.0905
Electronic energy (Eh): -447.9154
LUMO level (eV): 0.40

The geometry in ORCA input format:
```
! wB97M-V def2-TZVPD RIJCOSX def2/J DEFGRID3
* xyz 0 1
N 0.6678 -2.5538 0.2785
N 1.2919 -1.3070 0.2686
C 0.5714 -0.3454 -0.0012
O 1.0488 0.9209 -0.2068
N 0.2053 2.0783 0.0189
C -1.0354 1.7421 -0.1133
N -1.4852 0.5118 -0.5600
O -0.8257 -0.5014 0.1714
H -0.5152 -2.4378 0.2955
H 1.0689 -3.1464 1.0608
H -1.8156 2.4446 0.0154
H -2.4972 0.2980 -0.4437
*
```


Record 9
Entry from the Open Molecules 2025 dataset: the ion C9H10ClN2O with charge +1 (wB97M-V/def2-TZVPD).

Orbital gap (spin up / spin down) (eV): 7.308 / 7.873
Largest force on an atom (Eh/bohr): 0.0899
Electronic energy (Eh): -993.5193
LUMO level (spin up / spin down) (eV): -4.87 / -4.82

The geometry in ORCA input format:
```
! wB97M-V def2-TZVPD RIJCOSX def2/J DEFGRID3
* xyz 1 1
C -2.8141 1.6050 0.2196
C -2.5800 0.7110 1.3184
C -1.9638 1.6710 -0.8110
C -1.4361 -0.1254 1.1820
C -0.9086 0.7303 -1.0317
C -0.6396 -0.1254 0.0006
C 2.7617 0.3512 0.3303
C 2.4167 0.0355 -1.1441
C 0.4974 -0.9501 -0.2310
N 1.9999 -0.0091 1.2089
N 0.4562 -2.3490 0.3763
O 1.3208 -0.8732 -1.2690
Cl 4.2691 1.1677 0.4512
H -3.5154 2.4534 0.2881
H -3.1396 0.6280 2.1806
H -2.1383 2.3784 -1.5927
H -1.0540 -0.7685 2.0161
H -0.2915 0.9703 -1.8904
H 2.2204 1.0142 -1.4747
H 3.2145 -0.3321 -1.7336
H 0.4139 -2.2715 1.4053
H 1.2416 -2.9468 0.0878
H -0.3311 -2.9648 0.1129
*
```


Record 10
Entry from the Open Molecules 2025 dataset: the molecule CH6Si2 (wB97M-V/def2-TZVPD).

Orbital gap (eV): 9.357
Largest force on an atom (Eh/bohr): 0.0534
Electronic energy (Eh): -620.5769
LUMO level (eV): 0.41

The geometry in ORCA input format:
```
! wB97M-V def2-TZVPD RIJCOSX def2/J DEFGRID3
* xyz 0 1
C -0.2334 0.9256 -0.2271
Si -0.7237 -0.9922 -0.3690
Si 1.0552 -0.1457 0.7122
H 0.1758 1.3880 -1.1458
H -1.0404 1.5405 0.1941
H -1.6797 -1.5597 0.5476
H -1.3826 -1.4795 -1.6507
H 2.2593 0.3280 0.2478
H 0.8437 0.0340 2.2224
*
```


Record 11
Entry from the Open Molecules 2025 dataset: a cluster of 2 separate species, C31H34ClF2O3 in total (wB97M-V/def2-TZVPD).

Orbital gap (eV): 3.526
Largest force on an atom (Eh/bohr): 0.0601
Electronic energy (Eh): -2087.3282
LUMO level (eV): 0.46

The geometry in ORCA input format:
```
! wB97M-V def2-TZVPD RIJCOSX def2/J DEFGRID3
* xyz -1 1
C 3.3618 2.5529 4.0160
C 2.2805 2.9335 2.9996
C 1.1717 3.6547 3.7647
C 2.8881 3.8926 1.9730
C 1.7640 1.6970 2.2291
C 0.4661 1.5812 1.8117
C -0.0373 0.4037 1.1782
C -1.4317 0.2244 0.9576
C -2.1238 -0.9867 1.2027
C -1.4980 -2.1192 1.8177
C -2.2352 -3.2737 2.0298
F -1.5780 -4.3985 2.4822
C -3.5985 -3.3765 1.7509
C -4.1976 -2.2495 1.1831
F -5.5444 -2.3090 0.8884
C -3.5042 -1.1015 0.8580
C 0.9047 -0.5960 0.7946
C 2.2449 -0.5034 1.0643
C 3.2719 -1.5189 0.5181
C 3.9278 -0.8940 -0.7200
C 2.6135 -2.8436 0.1294
C 4.3637 -1.8286 1.5518
C 2.7333 0.7064 1.7368
O 3.9699 0.9375 1.8194
H 4.1804 2.0408 3.5037
H 3.7461 3.4526 4.5102
H 2.9332 1.8848 4.7694
H 0.4143 4.0697 3.0926
H 0.6939 2.9700 4.4748
H 1.6114 4.4832 4.3356
H 2.1401 4.1822 1.2263
H 3.2543 4.7950 2.4739
H 3.7214 3.4021 1.4591
H -0.2557 2.3764 2.0054
H -2.0258 1.1151 0.7374
H -0.4565 -2.0623 2.1367
H -4.1610 -4.2796 1.9533
H -3.9976 -0.2727 0.3501
H 0.5260 -1.4602 0.2464
H 4.4776 0.0076 -0.4295
H 4.6201 -1.6071 -1.1811
H 3.1650 -0.6127 -1.4566
H 2.0808 -3.2684 0.9898
H 1.9182 -2.7264 -0.7103
H 3.3883 -3.5613 -0.1725
H 3.9055 -2.2934 2.4323
H 5.1004 -2.5180 1.1199
H 4.8590 -0.8978 1.8464
C -5.2077 -3.3194 -2.4348
C -4.0524 -2.7147 -3.1803
O -3.4364 -1.7338 -2.3313
C -2.4301 -1.1129 -3.0201
C -1.9558 0.0687 -2.3473
C -1.3925 1.1146 -3.0784
C -0.8957 0.9397 -4.4130
C -0.5586 2.0406 -5.1890
Cl 0.0369 1.8082 -6.7790
C -0.7083 3.3481 -4.6875
C -1.1154 3.5262 -3.3556
C -1.4058 2.4429 -2.5476
O -2.0801 -1.5526 -4.1238
H -5.6512 -4.1200 -3.0304
H -4.8880 -3.7522 -1.4834
H -5.9889 -2.5798 -2.2290
H -3.3000 -3.4722 -3.4366
H -4.4037 -2.2251 -4.1013
H -2.3279 0.2558 -1.3494
H -0.8355 -0.0591 -4.8256
H -0.5154 4.1952 -5.3401
H -1.2266 4.5338 -2.9609
H -1.7135 2.5640 -1.5060
*
```


Record 12
Entry from the Open Molecules 2025 dataset: a structure of composition C34H48As2MoN4OS (wB97M-V/def2-TZVPD).

Orbital gap (spin up / spin down) (eV): 5.783 / 6.130
Largest force on an atom (Eh/bohr): 0.0393
Electronic energy (Eh): -6555.1344
LUMO level (spin up / spin down) (eV): -13.16 / -12.81

The geometry in ORCA input format:
```
! wB97M-V def2-TZVPD RIJCOSX def2/J DEFGRID3
* xyz 4 3
Mo 0.0595 -0.3341 -1.0738
N -2.0651 -0.9694 -0.5365
C -2.5334 -1.9732 -1.5203
C -1.3254 -2.7408 -2.0496
N -0.3663 -1.8279 -2.7038
C 0.9190 -2.5119 -2.9562
C 2.0314 -1.4949 -3.1982
N 2.1653 -0.6061 -2.0191
C -0.8993 -1.3376 -4.0008
C -1.2575 0.1395 -3.9328
N -0.2994 0.8434 -3.0631
H -1.9931 -1.4500 0.3765
H -2.8003 -0.2632 -0.4108
H -3.0722 -1.4671 -2.3249
H -3.2367 -2.6748 -1.0587
H -1.6563 -3.5371 -2.7267
H -0.8210 -3.2187 -1.2009
H 0.8443 -3.1852 -3.8151
H 1.1693 -3.1060 -2.0787
H 1.8223 -0.8864 -4.0839
H 2.9684 -2.0270 -3.3996
H 2.8053 0.1494 -2.2799
H 2.6587 -1.1328 -1.2907
H -1.7799 -1.9124 -4.2953
H -0.1597 -1.4994 -4.7866
H -2.2547 0.2771 -3.5123
H -1.2660 0.5583 -4.9440
H -0.6464 1.8060 -2.9598
H 0.5808 0.9471 -3.5807
C 0.0108 1.6050 2.2370
C -1.2554 2.1229 1.5809
As -0.9096 2.1056 -0.3481
C -2.5545 2.9664 -1.0316
C -3.4510 2.3672 -1.9126
C -4.5784 3.0577 -2.3293
C -4.8238 4.3410 -1.8727
C -3.9616 4.9211 -0.9584
C -2.8371 4.2354 -0.5334
C 0.5829 3.3696 -0.5637
C 0.5071 4.7375 -0.3121
C 1.6044 5.5538 -0.5403
C 2.8013 5.0188 -0.9875
C 2.9039 3.6501 -1.1927
C 1.8031 2.8405 -0.9849
As 0.4810 -0.2033 1.5959
C 2.0772 -0.2771 2.7433
C 3.0580 0.6981 2.5675
C 3.9835 0.9278 3.5744
C 3.9641 0.1558 4.7267
C 3.0175 -0.8458 4.8819
C 2.0623 -1.0522 3.8984
C -0.7842 -1.3627 2.5661
C -1.1941 -2.5913 2.0432
C -2.0773 -3.3982 2.7478
C -2.5539 -2.9894 3.9834
C -2.1346 -1.7817 4.5210
C -1.2478 -0.9757 3.8216
H -0.0500 1.6031 3.3316
H 0.8491 2.2647 1.9723
H -1.4759 3.1547 1.8906
H -2.1391 1.5099 1.8210
H -3.2913 1.3476 -2.2562
H -5.2668 2.5934 -3.0166
H -5.6896 4.8846 -2.2157
H -4.1574 5.9061 -0.5659
H -2.1998 4.6960 0.2097
H -0.3942 5.1950 0.0728
H 1.5217 6.6162 -0.3661
H 3.6465 5.6611 -1.1777
H 3.8460 3.2302 -1.5085
H 1.8701 1.7479 -1.1128
H 3.0860 1.2994 1.6620
H 4.7069 1.7235 3.4653
H 4.6792 0.3413 5.5151
H 2.9947 -1.4528 5.7752
H 1.2836 -1.7899 4.0634
H -0.7597 -2.9533 1.1149
H -2.3835 -4.3502 2.3421
H -3.2356 -3.6171 4.5372
H -2.4917 -1.4596 5.4887
H -0.9087 -0.0542 4.2817
C 2.4434 -4.7536 -0.6040
S 2.4806 -3.1955 0.3493
C 2.1492 -3.9437 1.9558
O 1.1447 -2.4806 -0.0181
H 3.1255 -5.4444 -0.1180
H 2.7927 -4.6151 -1.6230
H 1.4449 -5.1771 -0.5894
H 3.0083 -4.5522 2.2295
H 1.2532 -4.5559 1.9204
H 2.0315 -3.1411 2.6780
*
```


Record 13
Entry from the Open Molecules 2025 dataset: the molecule CHIN2 (wB97M-V/def2-TZVPD).

Orbital gap (spin up / spin down) (eV): 8.056 / 8.405
Largest force on an atom (Eh/bohr): 0.0273
Electronic energy (Eh): -445.7444
LUMO level (spin up / spin down) (eV): -1.15 / -0.82

The geometry in ORCA input format:
```
! wB97M-V def2-TZVPD RIJCOSX def2/J DEFGRID3
* xyz 0 1
C -0.6226 -0.2819 0.2679
N -0.8669 -0.4872 -0.9280
N 0.7734 -0.1806 0.1759
I 1.7963 1.2306 -0.7532
H -1.0802 -0.2810 1.2375
*
```